104
Properties=species:S:1:pos:R:3:forces:R:3 method="wB97M-V/def2-TZVPD" e_lumo_ha="0.016 / -0.084" charge=0 spin_multiplicity=2 molar_mass_g_mol=1037.25 e_tot_ev=-201161.9393 s2=0.756 e_homo_ev="-7.8 / -8.2" homo_lumo_gap_ev="8.19 / 5.91"
Cd 1.5375 -0.8368 -0.4548 -0.164 -0.803 0.215
Cl 2.7411 -3.6908 0.7045 -0.041 0.244 -0.094
C 3.9299 -2.7030 -0.1051 -0.026 0.152 -0.240
C 3.5097 -1.6609 -0.9341 0.000 -0.047 0.361
C 4.5039 -0.9568 -1.5939 -0.098 -0.144 -0.061
Cl 4.0346 0.2777 -2.7295 -0.073 -0.044 -0.015
C 5.8617 -1.2086 -1.4057 0.001 0.009 -0.061
Cl 7.0536 -0.2712 -2.2253 0.012 -0.027 0.047
C 6.2454 -2.2293 -0.5408 0.049 -0.035 -0.020
Cl 7.9144 -2.5645 -0.2858 -0.010 0.014 0.012
C 5.2725 -2.9978 0.0978 0.030 -0.083 0.050
Cl 5.7369 -4.2931 1.1404 0.088 0.063 -0.014
C -1.9686 3.9797 2.1941 -0.004 -0.052 -0.024
C -1.4012 2.8107 2.6929 0.012 0.000 -0.056
C -0.4571 2.1218 1.9417 -0.094 0.078 -0.051
C -0.0662 2.6031 0.6897 -0.128 -0.277 0.217
C -0.6562 3.7608 0.1855 0.001 0.033 0.082
C -1.6021 4.4501 0.9398 0.012 -0.054 -0.030
Ge 1.4514 1.8199 -0.2427 -0.023 1.148 -0.032
C 3.0150 2.6442 0.6093 0.208 -0.157 -0.022
C 4.3097 2.4008 0.1366 -0.018 0.064 0.080
C 5.4089 3.0305 0.7078 -0.056 -0.014 0.017
C 5.2333 3.9057 1.7742 -0.067 0.002 0.007
C 3.9540 4.1534 2.2573 -0.017 -0.058 -0.064
C 2.8512 3.5275 1.6786 0.139 0.013 -0.052
C 1.3913 2.4196 -2.1014 -0.030 -0.204 -0.182
C 2.1597 3.5027 -2.5292 -0.016 -0.063 -0.063
C 2.1216 3.9052 -3.8604 -0.032 -0.031 0.031
C 1.3231 3.2262 -4.7732 0.014 -0.009 0.055
C 0.5516 2.1473 -4.3557 0.038 0.043 0.065
C 0.5900 1.7449 -3.0269 0.044 0.177 -0.040
H -2.7090 4.5152 2.7784 0.057 -0.027 -0.030
H -1.6968 2.4376 3.6670 -0.010 -0.002 -0.045
H -0.0302 1.1972 2.3204 -0.027 0.055 -0.039
H -0.3691 4.1344 -0.7934 -0.033 -0.013 0.066
H -2.0546 5.3524 0.5442 0.023 -0.043 0.018
H 4.4662 1.7216 -0.6929 -0.011 0.062 0.056
H 6.4031 2.8363 0.3209 -0.042 -0.005 0.008
H 6.0895 4.3984 2.2219 -0.052 -0.028 -0.026
H 3.8091 4.8423 3.0814 0.003 -0.015 -0.018
H 1.8589 3.7415 2.0609 0.020 -0.002 -0.016
H 2.7936 4.0313 -1.8239 -0.019 -0.031 -0.057
H 2.7215 4.7472 -4.1856 -0.023 -0.027 0.008
H 1.3045 3.5356 -5.8115 -0.003 -0.005 0.040
H -0.0734 1.6191 -5.0660 0.014 0.004 0.025
H -0.0151 0.9012 -2.7101 -0.041 -0.045 0.022
C 3.0264 -1.8692 3.9593 -0.002 -0.115 0.037
P 3.2260 -0.3057 3.1064 0.011 -0.013 -0.071
C 4.9904 0.0079 3.0896 0.124 0.010 -0.067
C 2.5112 0.9277 4.1932 -0.002 0.047 0.141
O 2.6281 -0.2820 1.7348 -0.214 -0.092 -0.058
H 3.4576 -1.8111 4.9628 -0.062 -0.026 -0.083
H 3.5304 -2.6525 3.3909 -0.036 -0.008 0.024
H 1.9635 -2.1090 4.0244 0.048 -0.017 0.001
H 5.3981 0.0185 4.1038 -0.014 0.001 -0.094
H 5.1704 0.9710 2.6051 0.019 -0.054 0.033
H 5.4770 -0.7818 2.5089 -0.007 0.093 0.033
H 3.0306 0.9426 5.1565 -0.086 0.015 -0.105
H 1.4571 0.6942 4.3512 0.017 0.042 0.007
H 2.5978 1.9018 3.7117 -0.020 0.003 0.054
C -4.9928 1.2110 0.9911 -0.006 0.039 0.120
C -4.3644 0.5548 -0.2263 -0.036 -0.183 -0.004
C -3.5982 1.5717 -1.0539 0.064 0.007 -0.161
C -5.4438 -0.1270 -1.0649 0.052 -0.118 0.024
O -3.4373 -0.4172 0.2998 -0.040 0.130 -0.075
Si -2.5519 -1.6006 -0.3866 0.296 -0.099 -0.100
S -0.5960 -1.6562 0.4271 0.160 0.170 0.220
O -3.2093 -3.0612 -0.0629 -0.055 -0.100 0.113
C -3.7934 -3.6691 1.1046 -0.077 0.138 -0.119
C -3.5418 -5.1608 0.9631 0.066 -0.102 -0.028
C -3.1736 -3.1457 2.3956 0.108 0.135 -0.050
C -5.2878 -3.3661 1.0821 -0.044 0.039 -0.027
O -2.5444 -1.3949 -2.0038 -0.236 0.023 -0.205
C -2.4717 -2.2853 -3.1329 0.157 -0.007 0.156
C -3.7562 -3.0987 -3.2570 -0.077 0.057 0.103
C -2.3066 -1.3827 -4.3428 0.031 0.105 -0.101
C -1.2645 -3.2014 -2.9759 -0.003 -0.078 0.082
H -5.6606 2.0214 0.6863 0.030 -0.056 0.034
H -4.2108 1.6183 1.6360 -0.041 0.004 -0.033
H -5.5681 0.4752 1.5604 0.044 0.070 -0.023
H -4.2730 2.3480 -1.4285 0.065 -0.059 0.035
H -3.1184 1.0792 -1.9050 -0.053 0.069 0.074
H -2.8292 2.0381 -0.4402 0.067 0.064 0.036
H -6.1806 0.6094 -1.3974 0.050 -0.040 0.022
H -5.9581 -0.8907 -0.4736 0.032 0.104 -0.100
H -5.0035 -0.6033 -1.9433 -0.035 0.042 0.051
H -2.4661 -5.3499 0.9154 -0.084 -0.006 0.014
H -4.0016 -5.5370 0.0450 0.041 0.026 0.075
H -3.9591 -5.7040 1.8154 0.019 0.022 -0.067
H -2.0982 -3.3368 2.4145 -0.064 -0.004 -0.006
H -3.6386 -3.6480 3.2482 0.041 0.055 -0.038
H -3.3303 -2.0659 2.4942 -0.004 -0.122 -0.015
H -5.7414 -3.7668 0.1706 0.035 0.049 0.073
H -5.4424 -2.2838 1.1030 0.003 -0.122 0.059
H -5.7867 -3.8099 1.9489 0.038 0.024 -0.080
H -4.6089 -2.4377 -3.4397 0.059 -0.063 0.018
H -3.9406 -3.6615 -2.3408 0.026 0.016 -0.061
H -3.6751 -3.7977 -4.0939 -0.011 0.062 0.046
H -3.1395 -0.6769 -4.3975 0.047 -0.044 -0.013
H -2.2856 -1.9744 -5.2615 0.018 0.052 0.039
H -1.3754 -0.8135 -4.2666 -0.057 -0.047 -0.019
H -1.3712 -3.8258 -2.0834 0.019 0.048 -0.091
H -0.3525 -2.6091 -2.8699 -0.028 -0.034 -0.013
H -1.1643 -3.8509 -3.8496 0.004 0.038 0.051

69
Properties=species:S:1:pos:R:3:forces:R:3 method="wB97M-V/def2-TZVPD" e_lumo_ha=-0.159 charge=+1 molar_mass_g_mol=715.94 e_tot_ev=-60886.7541 e_homo_ev=-11.0 homo_lumo_gap_ev=6.62
Ta -0.8005 -0.2448 -0.1770 -1.003 -0.930 0.464
O -1.7837 3.9556 3.1884 -0.173 0.034 0.091
C -1.6447 2.9610 2.3161 0.598 0.045 -0.181
O -1.0987 1.9197 2.5623 -0.258 -0.027 0.046
C -2.1340 3.3082 0.9460 -0.129 -0.002 0.037
C -2.6655 4.5579 0.6574 -0.014 -0.071 -0.015
C -3.0967 4.8202 -0.6343 0.030 -0.026 0.005
C -2.9894 3.8184 -1.5812 0.007 -0.005 -0.001
C -2.4579 2.6008 -1.1860 0.002 0.016 -0.117
N -2.0240 2.3334 0.0399 0.045 0.062 0.146
C -2.3459 1.4691 -2.1599 0.021 -0.109 0.038
O -2.4933 1.5298 -3.3386 -0.066 0.159 0.069
O -2.0320 0.3291 -1.5130 -0.236 -0.192 0.043
H -1.4061 3.6686 4.0351 -0.023 0.001 -0.010
H -2.7384 5.2994 1.4383 0.007 0.002 0.009
H -3.5115 5.7847 -0.8918 0.001 0.005 -0.001
H -3.3035 3.9492 -2.6070 -0.007 -0.011 -0.005
C 0.4489 -2.7369 -1.1777 -0.023 -0.166 0.151
C 0.4503 -3.6498 -0.1653 -0.003 0.071 0.008
C -0.8507 -3.6658 0.4623 -0.065 0.079 0.022
C -1.6700 -2.7363 -0.1338 0.256 0.127 0.032
C -0.9075 -2.1154 -1.2486 0.218 0.054 -0.503
C -1.5720 -2.2411 -2.6162 -0.058 0.100 0.000
C -3.1341 -2.5401 0.1187 -0.107 0.053 -0.049
C -1.2569 -4.6413 1.5107 0.018 -0.034 0.052
C 1.5856 -4.5001 0.2904 0.060 -0.074 0.037
C 1.5658 -2.4800 -2.1349 0.017 0.031 -0.022
H -1.5739 -3.2964 -2.8994 -0.003 -0.001 0.005
H -1.0461 -1.6885 -3.3951 -0.006 0.007 0.053
H -2.6016 -1.8890 -2.5954 0.021 0.029 -0.003
H -3.7181 -3.3684 -0.2902 0.002 -0.004 0.001
H -3.5184 -1.6355 -0.3615 0.014 0.005 0.008
H -3.3584 -2.4711 1.1836 0.017 -0.016 0.007
H -0.4966 -4.7434 2.2846 0.007 0.012 -0.018
H -1.3882 -5.6297 1.0614 -0.003 0.006 -0.022
H -2.1984 -4.3642 1.9805 -0.001 0.015 0.020
H 1.3394 -5.5621 0.2272 -0.013 0.002 0.004
H 1.8249 -4.2909 1.3362 -0.007 0.010 0.009
H 2.4862 -4.3262 -0.2941 -0.006 0.008 -0.022
H 2.1206 -3.4008 -2.3112 0.032 0.005 0.011
H 2.2732 -1.7323 -1.7651 -0.024 0.010 0.016
H 1.2011 -2.1309 -3.1001 -0.025 0.006 0.016
C 2.9295 2.5868 2.8492 -0.002 -0.006 0.066
N 2.9599 1.9317 1.5558 0.053 0.061 -0.078
C 3.5767 0.6190 1.6312 0.009 -0.045 0.031
C 1.6675 1.9397 0.9150 -0.136 0.034 0.034
C 1.7261 1.5580 -0.5440 -0.064 -0.013 0.055
C 2.7344 2.1301 -1.3129 -0.006 -0.017 -0.046
C 2.7757 1.9511 -2.6837 -0.003 0.013 0.023
C 1.7816 1.2162 -3.3175 -0.011 -0.005 0.002
C 0.7812 0.6377 -2.5652 -0.200 -0.130 0.003
C 0.7363 0.7552 -1.1558 0.726 0.363 -0.203
H 3.9384 2.6278 3.2586 0.004 0.006 -0.003
H 2.2887 2.0628 3.5756 0.004 0.008 -0.014
H 2.5671 3.6102 2.7396 -0.001 -0.002 -0.006
H 4.6285 0.7321 1.8953 -0.009 -0.009 0.010
H 3.5239 0.1213 0.6626 0.006 0.007 -0.001
H 3.1060 -0.0319 2.3817 -0.033 -0.009 0.002
H 1.2873 2.9686 0.9612 0.028 -0.003 -0.014
H 0.9114 1.3454 1.4510 0.091 0.030 -0.029
H 3.4828 2.7297 -0.8123 0.007 0.001 0.021
H 3.5670 2.4068 -3.2646 0.005 0.002 0.002
H 1.7846 1.1002 -4.3928 -0.010 -0.009 -0.010
H 0.0126 0.0813 -3.0881 0.021 0.003 0.024
O -1.4264 -0.8114 2.0922 -0.127 0.519 -0.387
Cl -0.0419 -1.0780 2.5362 0.137 0.311 -0.896
O 0.0970 -2.3717 3.0462 0.001 -0.295 -0.037
O 0.4668 -0.0739 3.3639 0.103 -0.040 0.298
O 0.6577 -0.9684 1.1599 0.284 -0.059 0.718